1.
Here is a structure of composition C34H41ClCoN4P2 in a non-equilibrium geometry from OMol25. Energies are from ωB97M-V/def2-TZVPD.

**<S²>**: 3.7822
**LUMO level (spin up / spin down)**: -0.3 / -0.2 eV
**2S+1**: 4
**Orbital gap (spin up / spin down)**: 6.02 / 7.18 eV
**ΔE to the lowest compared entry with this formula, charge and spin**: 27.6 kJ/mol

Atoms and positions in Å:
Co 0.055 -1.023 2.785
C -1.294 2.029 2.792
C -1.415 0.883 2.023
C -0.828 0.769 0.620
C 0.489 0.045 0.385
C 1.605 0.215 1.427
C 1.827 1.375 2.143
C 1.143 2.654 1.832
C -0.207 3.019 2.575
C 1.699 -1.410 3.894
H -1.837 2.095 3.736
H -2.270 0.177 2.190
H -0.799 1.735 0.093
H -1.573 0.114 0.086
H 0.272 -1.040 0.283
H 0.798 0.388 -0.637
H 2.303 -0.653 1.430
H 2.488 1.337 3.022
H 0.992 2.771 0.749
H 1.845 3.446 2.142
H 0.068 3.369 3.582
H -0.625 3.901 2.056
H 2.457 -0.626 4.142
H 2.122 -2.147 3.164
H 1.298 -1.896 4.811
P 1.750 -0.793 -2.197
P -2.215 -0.298 -1.966
N 3.022 0.307 -2.666
N 2.218 -2.109 -3.457
N -2.307 1.372 -2.406
N -3.657 -0.737 -2.887
C 0.431 -0.020 -3.223
C -0.915 -0.789 -3.176
C 4.108 0.543 -1.802
C 5.064 1.281 -2.486
C 4.617 1.417 -3.839
C 3.381 0.804 -3.922
C 2.451 -3.436 -3.070
C 2.779 -4.207 -4.188
C 2.813 -3.311 -5.314
C 2.444 -2.049 -4.830
C -2.388 2.373 -1.432
C -2.128 3.598 -2.005
C -1.903 3.367 -3.402
C -2.062 1.999 -3.634
C -4.363 -0.112 -3.922
C -5.277 -1.011 -4.446
C -5.140 -2.242 -3.716
C -4.133 -2.056 -2.780
H 0.814 -0.016 -4.261
H 0.312 1.037 -2.922
H -1.413 -0.684 -4.153
H -0.754 -1.866 -2.980
H 4.059 0.206 -0.783
H 5.925 1.755 -2.052
H 5.092 1.960 -4.647
H 2.729 0.746 -4.780
H 2.418 -3.718 -2.014
H 2.988 -5.277 -4.215
H 3.111 -3.544 -6.327
H 2.407 -1.130 -5.399
H -2.643 2.110 -0.413
H -2.145 4.555 -1.482
H -1.646 4.127 -4.121
H -2.044 1.446 -4.557
H -4.189 0.907 -4.240
H -5.958 -0.804 -5.254
H -5.721 -3.136 -3.884
H -3.686 -2.717 -2.044
Cl 0.300 1.691 5.762
C -0.160 0.306 6.650
C 0.041 0.258 8.022
C -0.204 -0.918 8.731
C -0.642 -2.053 8.032
C -0.911 -1.995 6.662
C -0.747 -0.781 5.946
C -1.204 -0.676 4.554
H 0.375 1.160 8.540
H -0.059 -0.963 9.814
H -0.802 -3.019 8.534
H -1.274 -2.883 6.118
H -1.625 -1.629 4.177
H -1.947 0.126 4.422

Forces on the atoms, in the same order (eV/Å):
Co 0.1 1.7 2.3
C 0.6 -3.1 -1.3
C -0.9 1.9 0.2
C -0.9 -0.4 0.0
C 0.5 0.5 0.1
C 0.5 0.8 -0.3
C -0.5 -2.3 -0.6
C -0.7 0.9 0.2
C 0.5 0.8 0.3
C -0.1 -0.8 -0.1
H 0.0 0.1 -0.4
H 0.8 0.7 0.3
H 0.1 -0.4 0.6
H 0.8 1.2 0.6
H 0.3 0.2 -0.1
H -0.1 -0.2 1.1
H -0.5 0.9 0.6
H -0.1 0.1 -0.7
H 0.1 -0.2 0.3
H -0.3 -0.1 -0.3
H -0.1 0.1 -0.3
H 0.2 -0.2 0.2
H -0.8 -0.6 -0.4
H 0.2 0.1 0.8
H 0.7 0.1 -0.6
P 1.9 -1.6 -3.4
P -1.4 0.4 -1.9
N 0.9 0.0 0.4
N -0.2 -0.3 0.7
N 0.1 1.2 0.5
N -0.2 -1.1 -0.2
C -0.3 0.1 0.0
C 0.2 -0.3 -0.5
C 0.0 0.9 -1.1
C -1.0 -0.6 0.2
C -1.0 -0.3 0.4
C 0.4 0.6 0.3
C 0.0 -0.2 -0.6
C -0.1 1.0 0.4
C -0.6 0.9 1.5
C 0.3 -1.0 -0.3
C 0.0 0.3 -0.5
C -0.2 -0.6 0.1
C -0.3 -1.3 0.3
C 0.5 1.3 0.8
C -0.2 -0.8 -0.1
C 0.9 0.0 1.0
C 0.7 0.6 0.3
C -0.5 0.7 -0.7
H -0.4 0.0 0.5
H 0.0 -0.4 -0.1
H 0.2 -0.3 0.2
H 0.0 0.3 -0.3
H 0.0 0.0 0.2
H 0.2 -0.2 0.1
H 0.0 -0.2 0.2
H 0.1 0.0 0.3
H -0.2 0.1 -0.5
H 0.0 0.5 0.2
H -0.2 0.1 0.1
H -0.1 -0.2 0.2
H 0.0 0.2 -0.3
H 0.1 -0.4 -0.3
H -0.1 -0.1 -0.2
H 0.2 0.0 0.0
H 0.0 -0.2 0.3
H -0.1 0.0 0.0
H 0.1 0.0 0.1
H -0.3 0.1 -0.1
Cl 0.1 0.8 -0.3
C -0.8 -1.6 0.1
C 0.1 0.0 0.3
C -0.2 -0.3 -0.2
C 0.0 -0.3 -0.2
C 0.2 0.6 0.2
C 0.1 -0.5 0.3
C 0.2 -0.4 -1.0
H 0.0 -0.3 -0.2
H 0.0 0.1 -0.4
H 0.1 0.6 0.0
H 0.1 0.6 0.4
H -0.5 0.0 0.6
H 0.5 -0.3 0.0

Atomic partial charges in e from the Mulliken method, atoms 1 to 4: atom 1 (Co): 0.208, atom 2 (C): -1.152, atom 3 (C): -0.794, atom 4 (C): 0.759

2.
Here is a structure of composition C34H41ClCrN4P2 in a non-equilibrium geometry from OMol25. Energies are from ωB97M-V/def2-TZVPD.

**<S²>**: 6.0486
**LUMO level (spin up / spin down)**: 0.2 / -0.8 eV
**2S+1**: 5
**Orbital gap (spin up / spin down)**: 7.45 / 6.56 eV
**ΔE to the lowest compared entry with this formula, charge and spin**: 0.0 kJ/mol

Atoms and positions in Å:
Cr -2.295 -3.575 -0.532
C -0.240 -4.384 -0.539
C -0.351 -3.327 0.399
C 0.111 -1.899 0.183
C -0.935 -0.952 -0.453
C -1.948 -1.634 -1.321
C -1.609 -2.618 -2.308
C -0.205 -3.008 -2.698
C 0.371 -4.208 -1.896
C -4.185 -3.312 -1.340
H -0.145 -5.400 -0.138
H -0.404 -3.623 1.457
H 1.063 -1.836 -0.369
H 0.351 -1.494 1.178
H -1.462 -0.437 0.366
H -0.428 -0.157 -1.026
H -2.884 -1.079 -1.456
H -2.347 -2.816 -3.098
H 0.502 -2.160 -2.695
H -0.253 -3.334 -3.749
H 0.216 -5.126 -2.484
H 1.465 -4.107 -1.821
H -4.565 -4.273 -1.710
H -4.272 -2.549 -2.127
H -4.771 -3.007 -0.458
P 0.625 4.164 -0.192
P 2.141 2.467 2.007
N 0.718 4.247 -1.960
N -0.065 5.781 -0.077
N 3.413 1.477 1.273
N 2.827 2.358 3.620
C 2.404 4.600 0.158
C 2.841 4.135 1.559
C 0.388 3.195 -2.823
C 0.720 3.563 -4.118
C 1.310 4.867 -4.055
C 1.326 5.247 -2.723
C -1.315 5.995 0.529
C -1.482 7.361 0.743
C -0.303 8.019 0.254
C 0.545 7.032 -0.231
C 3.115 0.284 0.597
C 4.246 -0.126 -0.095
C 5.268 0.847 0.143
C 4.734 1.816 0.970
C 4.169 2.442 4.018
C 4.219 2.588 5.397
C 2.863 2.635 5.870
C 2.032 2.519 4.769
H 2.587 5.680 0.058
H 3.021 4.109 -0.607
H 3.937 4.194 1.635
H 2.445 4.815 2.326
H -0.075 2.302 -2.427
H 0.601 2.968 -5.008
H 1.702 5.464 -4.860
H 1.698 6.148 -2.270
H -1.957 5.159 0.761
H -2.328 7.843 1.221
H -0.069 9.076 0.276
H 1.533 7.137 -0.646
H 2.130 -0.144 0.680
H 4.325 -1.002 -0.721
H 6.270 0.864 -0.263
H 5.186 2.710 1.369
H 4.974 2.365 3.311
H 5.123 2.669 5.975
H 2.556 2.767 6.895
H 0.957 2.515 4.677
Cl -2.301 -6.481 -1.873
C -3.633 -6.893 -0.844
C -4.490 -7.916 -1.241
C -5.712 -8.085 -0.575
C -6.021 -7.261 0.514
C -5.099 -6.326 0.977
C -3.861 -6.132 0.325
C -2.865 -5.151 0.789
H -4.234 -8.532 -2.101
H -6.426 -8.832 -0.924
H -6.996 -7.353 1.009
H -5.328 -5.707 1.852
H -3.238 -4.526 1.618
H -1.927 -5.640 1.095

Forces on the atoms, in the same order (eV/Å):
Cr -2.4 -1.9 0.3
C 1.9 1.6 2.1
C 1.6 -1.7 -0.6
C 0.3 0.4 0.1
C 0.1 0.2 0.5
C 1.1 -0.2 -3.0
C -0.2 3.0 0.2
C 0.5 -0.4 -0.3
C -0.2 -0.1 -0.8
C -0.2 -0.3 0.5
H -0.7 0.4 -0.1
H -0.4 0.0 -0.5
H -0.3 -0.4 -0.1
H -0.1 -0.1 -0.2
H 0.1 -0.1 -0.3
H -0.1 -0.2 0.1
H 0.2 -0.6 0.3
H 0.1 -0.1 0.7
H -0.4 -0.1 0.3
H 0.0 0.2 0.3
H -0.1 0.3 0.3
H -0.2 0.0 0.2
H -0.1 0.2 0.1
H -0.1 -0.2 0.2
H -0.3 -0.1 -0.3
P 0.1 1.9 -2.1
P 2.5 -0.4 0.8
N 0.6 -0.7 -0.4
N -0.5 0.4 1.3
N -0.4 -0.2 -1.0
N -0.3 0.6 1.0
C 0.2 -0.2 0.1
C -0.3 0.3 0.0
C 0.3 0.9 -0.4
C 0.1 0.1 0.9
C -0.1 -0.2 1.2
C -0.5 -0.8 -0.6
C 0.7 1.2 -0.1
C 0.4 -0.8 -0.3
C 0.4 -1.2 -0.2
C -1.0 0.3 0.7
C 1.2 0.5 -0.2
C -0.7 0.5 0.5
C -0.6 0.4 0.4
C -0.3 -0.7 -0.5
C -0.8 0.0 1.0
C -0.8 0.0 -1.2
C -0.1 0.1 -0.9
C 1.2 -0.2 0.0
H -0.1 -0.5 0.0
H -0.2 -0.1 0.1
H -0.5 -0.2 0.2
H 0.0 -0.1 -0.1
H 0.0 0.1 -0.1
H -0.1 0.0 0.1
H 0.0 0.0 -0.1
H -0.1 -0.1 -0.2
H 0.1 0.1 0.0
H 0.1 -0.2 -0.2
H -0.1 -0.2 0.0
H -0.2 0.1 0.1
H 0.1 0.0 0.0
H 0.0 0.0 0.1
H -0.1 -0.1 0.1
H 0.0 -0.2 -0.2
H -0.1 -0.1 0.1
H 0.0 0.0 0.1
H -0.1 -0.1 0.0
H 0.0 0.0 0.1
Cl 0.4 -0.2 -0.1
C -0.9 -0.2 0.8
C -0.4 0.3 0.1
C 0.3 0.2 0.1
C -0.1 -0.1 -0.1
C 0.2 -0.1 -0.3
C -0.2 0.0 -0.1
C 0.1 0.6 0.0
H -0.1 0.2 0.1
H 0.3 0.2 0.1
H 0.5 0.0 -0.2
H 0.1 -0.3 -0.3
H 0.0 -0.4 0.1
H -0.3 0.0 0.0

Atomic partial charges in e from the Mulliken method, atoms 1 to 4: atom 1 (Cr): 0.232, atom 2 (C): -0.347, atom 3 (C): -0.466, atom 4 (C): -0.755

Q: ΔE to the lowest compared entry with this formula, charge and spin of number 2 (C34H41ClCrN4P2)?
A: 0.0 kJ/mol